## a
The following is a quantum chemistry calculation of a single C4H4S molecule, from the OMol25 dataset.

Geometry (Å):
C -1.183 1.022 -0.492
C -0.782 0.355 0.558
C 1.020 -0.507 -0.923
C 0.385 -0.532 0.417
S 2.031 0.269 0.204
H -1.958 1.699 -0.766
H -1.247 0.379 1.549
H 1.305 -1.276 -1.613
H 0.428 -1.409 1.067

Output
- M (Da) = 84.14
- HOMO-LUMO gap (alpha / beta) (eV) = 9.1297 / 7.7477
- LUMO energy (alpha / beta) (Ha) = 0.0005 / -0.0019

These are the Löwdin partial charges, in e, on atoms 1 to 8: C 0.145; C -0.260; C -0.424; C -0.591; S 0.857; H 0.029; H 0.101; H 0.046



## b
The following is a quantum chemistry calculation of a molecular structure, C4H4S, from the OMol25 dataset.

Geometry (Å):
C 0.906 -0.808 0.579
C 0.751 0.500 0.651
C -0.648 -0.619 -0.711
C -0.393 0.781 -0.299
S -1.921 0.008 0.299
H 1.327 -1.742 0.815
H 1.350 1.303 1.289
H -0.708 -1.109 -1.592
H -0.665 1.686 -1.031

Output
- M (Da) = 84.14
- HOMO-LUMO gap (eV) = 9.3691
- LUMO energy (Ha) = 0.0369

These are the Löwdin partial charges, in e, on atoms 1 to 8: C 0.067; C -0.218; C -0.447; C -0.584; S 0.831; H 0.047; H 0.130; H 0.032



The calculated energies rank the structures as follows, beginning with the most stable: b, a.



## a
The following is a quantum chemistry calculation of 2 unconnected molecules or ions with the total composition C4H8NO2, from the OMol25 dataset.

Geometry (Å):
O -0.413 1.576 -0.658
C -0.975 1.054 -1.684
O -0.689 -0.049 -2.243
H -1.832 1.658 -2.186
C -0.673 -0.184 2.615
C -0.160 -0.456 1.384
N 1.099 -0.913 1.043
C 1.573 -1.013 -0.347
H -0.175 -0.319 3.601
H -1.649 0.295 2.670
H -0.658 -0.164 0.438
H 1.869 -0.652 1.696
H 2.696 -0.927 -0.440
H 1.132 -1.946 -0.810
H 1.153 -0.177 -0.873

Output
- M (Da) = 102.11
- HOMO-LUMO gap (eV) = 8.0616
- LUMO energy (Ha) = 0.1539
- total charge = -1

These are the Löwdin partial charges, in e, on atoms 1 to 8: O -0.177; C -0.619; O -0.163; H 0.094; C -0.065; C -0.266; N -0.112; C -0.123



## b
The following is a quantum chemistry calculation of a gas-phase ion, C4H8NO2 (charge -1), from the OMol25 dataset.

Geometry (Å):
O -2.516 0.835 1.453
C -1.351 1.132 1.101
N -0.433 0.287 0.722
C 0.897 0.716 0.399
C 1.200 0.394 -1.100
C 1.181 -1.162 -1.405
O 0.441 -1.981 -0.574
H -1.118 2.232 1.128
H -0.133 -1.359 -0.021
H 1.609 0.227 1.048
H 1.066 1.788 0.509
H 0.354 0.877 -1.582
H 2.171 0.789 -1.446
H 0.727 -1.221 -2.415
H 2.241 -1.384 -1.579

Output
- M (Da) = 102.11
- structure (SMILES) = [O-]/C=N/CCCO
- HOMO-LUMO gap (eV) = 7.6749
- LUMO energy (Ha) = 0.1501
- total charge = -1

These are the Löwdin partial charges, in e, on atoms 1 to 8: O -0.161; C -0.540; N -0.057; C -0.311; C -0.174; C -0.330; O -0.114; H 0.096



The calculated energies rank the structures as follows, beginning with the most stable: b, a.



## a
The following is a quantum chemistry calculation of 2 unconnected molecules or ions with the total composition C5H11NO, from the OMol25 dataset.

Geometry (Å):
C -0.327 -2.137 1.260
C 0.099 -1.334 0.270
N -0.323 -1.315 -1.032
C 0.378 -0.681 -2.118
C 1.461 1.544 -2.407
C 0.385 0.810 -2.117
H -0.991 -2.971 1.053
H -0.098 -1.911 2.289
H 0.924 -0.637 0.443
H -1.031 -2.021 -1.154
H -0.235 -0.975 -2.989
H 1.421 -1.016 -2.211
H 1.276 2.577 -2.708
H 2.477 1.177 -2.330
H -0.584 1.212 -1.824
H -2.086 1.986 5.438
H -1.016 3.063 5.313
O -1.731 2.629 4.825

Output
- M (Da) = 101.15
- structure (SMILES) = C=CCNC=C.O
- HOMO-LUMO gap (eV) = 8.8088
- LUMO energy (Ha) = 0.0378

These are the Löwdin partial charges, in e, on atoms 1 to 8: C -0.031; C -0.258; N -0.058; C -0.239; C 0.002; C -0.189; H 0.038; H 0.031



## b
The following is a quantum chemistry calculation of 2 unconnected molecules or ions with the total composition C5H11NO, from the OMol25 dataset.

Geometry (Å):
C -0.624 -0.722 -1.680
C -0.419 0.204 -0.521
C -1.018 1.401 -0.466
O 2.140 0.658 -0.677
H 1.995 0.327 -1.576
H -0.029 -1.634 -1.589
H -1.676 -1.009 -1.766
H -0.317 -0.236 -2.612
H -1.671 1.726 -1.270
H -0.908 2.100 0.353
C 0.159 0.323 2.151
C 0.024 -0.544 0.918
N 0.005 -1.817 1.103
H -0.160 -2.347 0.245
H 1.917 -0.063 0.002
H -0.818 0.709 2.452
H 0.811 1.179 1.959
H 0.591 -0.254 2.974

Output
- M (Da) = 101.15
- structure (SMILES) = [H]/N=C(/C)C(=C)C.O
- HOMO-LUMO gap (eV) = 10.1098
- LUMO energy (Ha) = 0.0274

These are the Löwdin partial charges, in e, on atoms 1 to 8: C -0.093; C -0.308; C 0.038; O -0.081; H 0.042; H 0.065; H 0.091; H 0.084



The calculated energies rank the structures as follows, beginning with the most stable: b, a.



## a
The following is a quantum chemistry calculation of a single C5H11NO molecule, from the OMol25 dataset.

Geometry (Å):
C -0.656 0.891 0.917
C -0.110 -0.265 0.020
C 0.978 -1.052 0.787
N 0.257 0.027 -1.385
C -1.301 -1.178 -0.256
C 0.824 1.088 -1.747
O 1.344 2.023 -0.929
H -1.349 0.434 1.633
H 0.075 1.433 1.537
H -1.227 1.627 0.342
H 1.252 1.622 -0.049
H 1.569 -1.669 0.104
H 1.674 -0.436 1.375
H 0.479 -1.719 1.500
H -1.730 -1.546 0.676
H -2.043 -0.603 -0.821
H -0.970 -2.000 -0.896
H 0.933 1.321 -2.807

Output
- M (Da) = 101.15
- structure (SMILES) = CC(C)(C)/N=C\O
- HOMO-LUMO gap (eV) = 10.4658
- LUMO energy (Ha) = 0.0302

These are the Löwdin partial charges, in e, on atoms 1 to 8: C -0.054; C -0.612; C -0.040; N 0.080; C -0.087; C -0.270; O 0.042; H 0.082



## b
The following is a quantum chemistry calculation of a single C5H11NO molecule, from the OMol25 dataset.

Geometry (Å):
C -1.784 -1.397 -0.938
N -0.422 -1.064 -0.662
C 0.117 -0.127 0.213
C 0.316 1.220 -0.535
C 0.608 2.202 0.586
O 1.659 2.501 1.100
C 1.330 -0.525 1.028
H -1.792 -2.040 -1.781
H -2.257 -2.003 -0.144
H -2.436 -0.494 -1.010
H -0.035 -1.999 -0.848
H -0.684 0.167 1.008
H -0.458 1.545 -1.245
H 1.254 1.291 -1.263
H -0.469 2.522 0.959
H 0.974 -1.340 1.857
H 1.884 0.361 1.449
H 2.194 -0.820 0.225

Output
- M (Da) = 101.15
- structure (SMILES) = CN[C@@H](C)CC=O
- HOMO-LUMO gap (eV) = 9.4081
- LUMO energy (Ha) = 0.0363

These are the Löwdin partial charges, in e, on atoms 1 to 8: C -0.139; N -0.124; C -0.501; C -0.142; C -0.312; O 0.043; C -0.073; H 0.065



## c
The following is a quantum chemistry calculation of a single C5H11NO molecule, from the OMol25 dataset.

Geometry (Å):
N -0.149 1.179 0.637
C -1.038 1.448 -0.507
C -0.820 0.425 -1.660
C -0.252 -0.757 -0.830
C 0.538 -0.171 0.343
C 0.639 -0.961 1.640
O 1.619 -1.997 1.540
H 0.660 1.780 0.533
H -2.074 1.215 -0.269
H -0.948 2.519 -0.737
H -1.787 0.145 -2.056
H -0.103 0.775 -2.429
H 0.334 -1.463 -1.425
H -1.137 -1.168 -0.350
H 1.529 0.135 -0.025
H -0.286 -1.437 1.941
H 0.873 -0.172 2.366
H 2.402 -1.494 1.286

Output
- M (Da) = 101.15
- structure (SMILES) = OC[C@H]1CCCN1
- HOMO-LUMO gap (eV) = 10.1171
- LUMO energy (Ha) = 0.0322

These are the Löwdin partial charges, in e, on atoms 1 to 8: N -0.022; C -0.229; C -0.167; C -0.149; C -0.322; C -0.229; O -0.063; H 0.088



## d
The following is a quantum chemistry calculation of a single C5H11NO molecule, from the OMol25 dataset.

Geometry (Å):
C -1.922 0.404 1.192
C -0.717 0.385 0.160
C 0.084 -0.946 0.148
C 1.385 -0.935 -0.735
C 2.515 -0.103 -0.135
O 2.397 0.418 0.989
N -0.981 0.705 -1.256
H -2.655 -0.330 0.776
H -1.548 0.194 2.209
H -2.398 1.430 1.301
H -0.091 1.161 0.546
H -0.655 -1.660 -0.235
H 0.434 -1.177 1.266
H 1.186 -0.414 -1.664
H 1.677 -1.997 -0.836
H 3.260 0.214 -0.903
H -1.808 1.402 -1.289
H -0.164 1.248 -1.534

Output
- M (Da) = 101.15
- structure (SMILES) = C[C@H](N)CCC=O
- HOMO-LUMO gap (eV) = 10.3915
- LUMO energy (Ha) = 0.0353

These are the Löwdin partial charges, in e, on atoms 1 to 8: C -0.061; C -0.483; C -0.175; C -0.163; C -0.221; O 0.010; N 0.007; H 0.079



The calculated energies rank the structures as follows, beginning with the most stable: a, c, d, b.